Record 1
# C10H12ClGaO4

C10H12ClGaO4 as an isolated structure in a non-equilibrium geometry (ωB97M-V/def2-TZVPD, the OMol25 dataset).

Last column: Löwdin charge in e.
CARTESIAN COORDINATES (ANGSTROEM)
1 C 3.38068 -0.20789 1.88604  -0.33
2 C -2.99027 -0.69357 -0.46530  0.04
3 Ga 3.14070 -1.92351 0.74538  0.31
4 H 4.39841 0.14253 1.89140  0.01
5 H 4.11122 -3.13348 1.24072  -0.14
6 O 0.48287 -1.96310 1.73076  -0.15
7 O -5.23669 -0.92392 0.26640  0.07
8 O 0.70581 -3.29399 0.07116  -0.21
9 C 1.15237 -2.46694 0.87457  -0.96
10 C -2.54798 1.23068 -1.92229  -0.38
11 H 3.12062 -0.40700 2.89705  0.02
12 H 3.57548 2.23475 0.21403  0.04
13 H -5.89628 1.19509 -1.04262  0.11
14 H -1.08047 -0.25895 -1.25120  0.13
15 H -2.65988 -1.57760 0.08554  0.13
16 H 3.42729 0.63687 -0.49595  -0.01
17 C -2.12570 0.02141 -1.18475  0.04
18 C 2.95203 1.39030 0.05996  -0.61
19 C -4.84811 0.92431 -1.12201  0.00
20 C -3.98403 1.62997 -1.83567  0.00
21 H -4.27212 2.51996 -2.38548  0.11
22 H 2.27338 1.66805 2.01786  0.08
23 Cl 1.62756 2.01730 -1.01223  0.46
24 H 3.53782 -1.57881 -0.79823  -0.11
25 H 1.50901 0.37731 1.15663  0.05
26 C -4.41587 -0.29827 -0.37877  -0.39
27 C 2.44216 0.84266 1.34761  -0.41
28 O -1.78004 1.89584 -2.59062  0.08

Force components x, y, z for each atom (eV/Å):
0.12 -0.45 -0.81
0.02 -0.19 0.16
-0.16 -0.28 0.06
0.80 0.34 -0.01
0.23 0.00 0.11
-2.57 2.73 4.06
0.06 0.01 -0.06
-0.40 -1.76 -2.04
2.49 -0.86 -2.04
0.08 0.24 -0.20
-0.29 -0.39 1.04
0.80 0.71 0.03
0.05 -0.09 0.04
0.05 0.02 0.05
-0.09 0.22 -0.09
0.65 -0.94 -0.82
0.18 -0.07 0.00
-0.84 0.48 0.10
-0.06 -0.16 0.13
0.13 0.11 -0.08
0.09 -0.03 0.01
-0.24 0.60 0.57
-0.18 0.20 -0.13
0.20 0.13 -0.14
-1.14 -0.51 -0.02
-0.09 -0.01 0.06
0.30 0.09 -0.05
-0.19 -0.14 0.08

**E_HOMO**: 1.112 eV
**E**: -83650.0958 eV
**Kohn-Sham gap**: 1.95 eV
**Charge**: -2
**2S+1**: 1

***

Record 2
# C10H12ClN

One molecule with the formula C10H12ClN in a non-equilibrium geometry (ωB97M-V/def2-TZVPD, the OMol25 dataset).

Last column: Löwdin charge in e.
CARTESIAN COORDINATES (ANGSTROEM)
1 H 0.67368 -2.01910 -1.87721  0.13
2 C 1.64337 0.94031 -0.73627  -0.17
3 H 0.40694 -2.08722 1.73857  0.14
4 C -0.27005 -1.16228 1.72947  -0.02
5 H -0.94485 1.53726 -0.16295  0.14
6 H 2.68381 0.68035 -0.96257  0.11
7 H 1.50091 1.94844 -2.60041  0.12
8 H 1.90541 -0.47016 -2.95680  0.10
9 C -0.99205 0.85488 0.71143  -0.07
10 C -0.06255 -0.14791 0.74648  -0.23
11 H -2.53718 1.86265 1.49858  0.11
12 H 0.33873 0.04240 -3.57270  0.12
13 H -0.63814 -0.90628 -1.51574  0.11
14 H 1.51280 1.66140 0.05023  0.11
15 C -2.11177 0.07850 2.63975  -0.60
16 Cl -3.34618 0.39832 3.92035  0.58
17 C -1.94258 0.98534 1.62931  -0.14
18 H -1.53485 -1.91559 3.36575  0.11
19 H 1.68179 -1.04242 0.24042  0.13
20 N 0.98792 1.26380 -2.00654  -0.06
21 C -1.29765 -1.07205 2.68460  -0.09
22 C 0.42315 -0.96043 -1.61427  -0.14
23 C 0.96408 -0.06450 -2.67162  -0.23
24 C 0.95525 -0.40570 -0.27787  -0.26

Force components x, y, z for each atom (eV/Å):
-0.09 0.72 0.68
0.12 -1.35 -0.46
-1.05 1.48 -0.03
0.56 -0.51 0.15
-0.06 -0.22 0.79
0.28 0.37 0.55
-0.39 -0.67 0.93
1.33 0.09 -0.39
2.15 0.58 -3.11
-1.13 -2.68 1.57
-0.76 0.26 0.50
0.15 -0.38 0.28
-0.91 0.03 -0.38
0.29 0.63 0.03
-0.14 -0.91 1.26
0.91 -0.42 -1.06
-1.89 1.11 1.34
0.39 0.88 -0.36
0.19 0.01 -0.60
0.46 -0.14 -0.67
-0.39 0.10 -0.28
-0.14 -1.61 0.33
-1.51 1.66 -0.56
1.64 0.99 -0.48

**E_HOMO**: -8.786 eV
**Energy relative to the best compared isomer or geometry (same formula, charge and spin)**: 0.703 eV
**E**: -24576.5552 eV
**Kohn-Sham gap**: 9.67 eV
**SMILES**: Clc1ccc([C@H]2CCNC2)cc1
**Charge**: 0
**2S+1**: 1

***

Record 3
# C10H12ClN4

C10H12ClN4 as an isolated structure in a non-equilibrium geometry (ωB97M-V/def2-TZVPD, the OMol25 dataset).

Last column: Löwdin charge in e.
CARTESIAN COORDINATES (ANGSTROEM)
1 C -4.32733 0.19127 -0.92999  -0.37
2 H 4.13524 1.72178 -0.34775  0.09
3 N 3.58911 -1.51814 -0.40161  0.05
4 H -0.19420 1.68475 -1.24259  0.11
5 H -3.65396 -0.89962 1.32421  0.15
6 C -2.04750 0.22734 0.45700  -0.04
7 C 0.21051 -0.46290 0.88108  -0.05
8 H 0.11288 0.01965 1.89525  0.17
9 N -5.22336 -0.51383 -1.06431  0.19
10 H -3.16763 1.89791 -1.00156  0.13
11 H -3.24631 0.45456 2.24584  0.12
12 C 2.33636 0.74133 0.11274  -0.03
13 H -1.11624 0.44855 -1.89190  0.09
14 C -0.44151 0.67929 -1.14525  0.01
15 H 0.47025 0.32747 -1.43655  0.07
16 N -3.15693 0.86358 -0.97626  0.13
17 H 1.77596 1.63339 0.20665  0.11
18 C 4.24988 -0.45906 -0.50280  -0.73
19 H 1.84199 -2.64148 -0.26995  0.15
20 C 3.66467 0.82004 -0.25621  -0.01
21 N -0.85384 0.15254 0.13097  -0.04
22 C -2.70266 -0.28402 1.64622  0.02
23 C 1.61735 -0.45972 0.25937  -0.19
24 C 2.27785 -1.59024 -0.23349  -0.05
25 H -0.08510 -1.44790 1.05807  0.12
26 Cl 5.96591 -0.64077 -0.66650  0.72
27 H -2.03138 -0.94579 2.14934  0.08

Force components x, y, z for each atom (eV/Å):
1.05 0.71 -0.33
1.31 2.04 -0.33
-1.11 -3.27 -1.44
-0.45 2.36 0.88
1.86 0.74 0.17
-4.49 1.38 -2.10
1.57 0.66 2.13
0.93 -0.34 -0.85
-0.63 -0.30 0.32
-0.24 -0.83 0.37
0.80 0.25 0.12
0.44 -0.20 0.01
-1.57 -0.49 -1.27
-0.34 0.04 -0.62
2.12 -1.86 -0.47
2.29 -1.03 3.13
-0.24 1.07 0.61
1.41 3.00 1.17
0.37 1.56 0.02
-1.77 -3.17 -0.15
1.02 1.38 -2.60
-2.90 -1.04 -1.14
-0.23 -0.13 -0.44
-0.97 -0.78 2.03
-0.36 -1.87 0.15
-0.05 0.34 -0.18
0.20 -0.23 0.81

**E_HOMO**: -12.869 eV
**Energy relative to the best compared isomer or geometry (same formula, charge and spin)**: 3.442 eV
**E**: -29036.1511 eV
**Kohn-Sham gap**: 8.02 eV
**Charge**: +1
**2S+1**: 1

***

Record 4
# C10H12ClNO4Ti

C10H12ClNO4Ti as an isolated structure in a non-equilibrium geometry (ωB97M-V/def2-TZVPD, the OMol25 dataset).

Last column: Löwdin charge in e.
CARTESIAN COORDINATES (ANGSTROEM)
1 H 2.77193 1.74955 0.33239  0.14
2 O 0.01463 -1.65305 2.75905  0.22
3 C -0.54795 2.12199 0.01364  -0.13
4 H -1.53213 2.45636 0.33076  0.14
5 H 1.50545 0.64699 -3.23370  0.10
6 N -1.62247 -4.43816 -2.32389  0.21
7 H -1.58940 -5.28489 -2.89753  0.19
8 C -0.65551 -2.77035 -0.97906  -0.59
9 Ti 0.31981 -0.04064 -0.10072  0.69
10 H 0.07574 -4.76412 -1.15164  0.16
11 H 0.63690 2.29299 1.91819  0.15
12 O -1.50722 -2.95340 -0.09998  0.07
13 O -0.12532 -1.63742 -1.33707  -0.15
14 H 0.40398 -3.79875 -2.62502  0.15
15 Cl 2.33696 -1.05101 0.40510  0.34
16 C 2.10476 1.20296 -2.50395  0.00
17 C -0.30087 -3.98697 -1.81238  -0.03
18 C 0.04959 -0.94846 1.84343  -0.07
19 H -2.25060 -4.60631 -1.52099  0.18
20 H -0.75012 1.83987 -2.22709  0.16
21 C -1.94474 -0.07626 0.09947  0.04
22 H -2.00538 -3.68984 -2.91402  0.19
23 C -0.13013 1.84755 -1.33293  -0.07
24 H 2.95828 0.57507 -2.22099  0.10
25 C 0.61264 2.10564 0.84545  -0.07
26 O -3.08653 -0.24619 0.09694  0.23
27 C 1.72920 1.78462 0.02695  -0.12
28 C 1.27710 1.59669 -1.32838  -0.34
29 H 2.48442 2.10095 -3.00688  0.12

Force components x, y, z for each atom (eV/Å):
-0.36 -0.19 0.05
0.03 3.06 -3.76
0.60 0.73 -0.41
0.15 -0.23 -0.09
0.09 0.16 0.08
-0.36 -0.18 -0.48
0.15 -0.06 0.06
-1.08 0.28 0.89
0.57 -1.44 -1.30
0.13 -0.01 -0.03
-0.03 -0.02 -0.32
1.23 0.66 -0.92
0.17 0.70 0.93
-0.30 -0.02 0.05
-0.83 0.24 -0.10
0.11 -0.27 -0.24
0.49 -0.08 0.05
-0.14 -3.16 4.75
0.09 0.21 -0.21
0.01 -0.11 0.28
-4.54 -1.44 0.08
-0.28 -0.30 0.13
0.23 -0.24 0.45
-0.17 0.26 0.02
0.01 -0.40 -0.29
4.49 0.97 0.01
-0.19 0.31 -0.46
-0.22 0.71 0.66
-0.04 -0.11 0.12

**E_HOMO**: -16.792 eV
**Energy relative to the best compared isomer or geometry (same formula, charge and spin)**: 0.000 eV
**E**: -55868.3701 eV
**Kohn-Sham gap**: 7.86 eV
**Charge**: +2
**2S+1**: 1